# 1
{"formula": "C52H51AsP2PdSi", "method": "ωB97M-V/def2-TZVPD", "de_lowest_kcal_mol": 11.9, "energy_ha": -5347.4681, "e_lumo_ev": -7.340, "total_charge": 2, "species": ["Pd", "C", "C", "C", "C", "C", "C", "P", "C", "C", "C", "C", "C", "C", "C", "C", "C", "C", "C", "C", "C", "C", "C", "C", "H", "H", "H", "H", "H", "H", "H", "H", "H", "H", "H", "H", "H", "H", "H", "H", "C", "Si", "C", "C", "C", "H", "H", "H", "H", "H", "H", "H", "H", "H", "H", "H", "C", "C", "As", "C", "C", "C", "C", "C", "C", "C", "C", "C", "C", "C", "C", "P", "C", "C", "C", "C", "C", "C", "C", "C", "C", "C", "C", "C", "H", "H", "H", "H", "H", "H", "H", "H", "H", "H", "H", "H", "H", "H", "H", "H", "H", "H", "H", "H", "H", "H", "H", "H"], "coordinates": [[0.283, -0.368, -0.137], [6.412, 2.514, -0.087], [5.619, 2.512, 1.054], [4.296, 2.110, 0.974], [3.765, 1.723, -0.258], [4.558, 1.732, -1.405], [5.884, 2.126, -1.311], [2.037, 1.260, -0.295], [1.609, 0.611, -1.940], [0.762, 1.285, -2.835], [0.454, 0.719, -4.057], [0.984, -0.521, -4.403], [1.838, -1.196, -3.539], [2.155, -0.634, -2.314], [1.001, 2.692, -0.048], [1.514, 3.966, -0.027], [0.673, 5.078, 0.160], [-0.668, 4.888, 0.322], [-1.237, 3.588, 0.319], [-2.628, 3.407, 0.485], [-3.169, 2.154, 0.504], [-2.340, 1.026, 0.369], [-0.998, 1.174, 0.172], [-0.393, 2.458, 0.145], [7.446, 2.825, -0.023], [6.033, 2.822, 2.005], [3.677, 2.103, 1.864], [4.144, 1.447, -2.364], [6.504, 2.138, -2.197], [0.338, 2.242, -2.555], [-0.199, 1.239, -4.745], [0.736, -0.961, -5.361], [2.258, -2.151, -3.823], [2.833, -1.150, -1.640], [2.577, 4.117, -0.167], [1.093, 6.074, 0.165], [-1.329, 5.736, 0.457], [-3.257, 4.281, 0.600], [-4.233, 2.013, 0.638], [-2.785, 0.044, 0.450], [-1.874, -4.047, -2.488], [-1.282, -3.054, -1.029], [0.520, -3.523, -0.712], [-2.506, -3.288, 0.367], [-1.209, -1.210, -1.370], [-1.919, -5.104, -2.212], [-1.206, -3.954, -3.346], [-2.876, -3.749, -2.802], [0.641, -4.424, -0.112], [1.143, -2.751, -0.232], [0.984, -3.717, -1.684], [-2.423, -4.272, 0.835], [-3.509, -3.226, -0.062], [-2.452, -2.524, 1.142], [-2.169, -0.708, -1.320], [-0.705, -0.933, -2.302], [0.266, -2.523, 2.457], [0.533, -2.859, 3.925], [0.913, -4.816, 4.048], [1.632, -4.851, 5.853], [2.374, -5.969, 6.224], [2.889, -6.073, 7.507], [2.656, -5.066, 8.434], [1.908, -3.956, 8.075], [1.396, -3.847, 6.787], [2.609, -4.696, 3.071], [3.716, -4.021, 3.583], [4.883, -3.928, 2.839], [4.955, -4.498, 1.573], [3.860, -5.179, 1.059], [2.697, -5.285, 1.813], [0.139, -0.730, 2.172], [1.700, -0.158, 2.899], [2.879, -0.725, 2.405], [4.087, -0.474, 3.027], [4.136, 0.350, 4.147], [2.971, 0.905, 4.648], [1.749, 0.643, 4.037], [-1.240, -0.069, 3.099], [-1.330, 1.301, 3.369], [-2.386, 1.788, 4.115], [-3.374, 0.922, 4.573], [-3.302, -0.433, 4.289], [-2.233, -0.933, 3.558], [-0.607, -3.035, 2.060], [1.126, -2.845, 1.863], [-0.325, -2.622, 4.552], [1.400, -2.313, 4.299], [2.560, -6.764, 5.510], [3.468, -6.944, 7.786], [3.053, -5.151, 9.437], [1.717, -3.173, 8.797], [0.812, -2.973, 6.529], [3.673, -3.591, 4.578], [5.750, -3.429, 3.257], [5.873, -4.438, 1.003], [3.923, -5.657, 0.090], [1.861, -5.860, 1.429], [2.864, -1.385, 1.543], [4.989, -0.929, 2.641], [5.082, 0.546, 4.634], [3.000, 1.527, 5.532], [0.848, 1.041, 4.478], [-0.585, 1.987, 2.984], [-2.448, 2.846, 4.331], [-4.202, 1.307, 5.152], [-4.069, -1.107, 4.645], [-2.183, -1.995, 3.360]]}

=====

# 2
{"formula": "C4H9NO2", "method": "ωB97M-V/def2-TZVPD", "de_lowest_kcal_mol": 81.1, "energy_ha": -362.9563, "e_lumo_ev": 0.626, "species": ["C", "C", "C", "C", "O", "O", "N", "H", "H", "H", "H", "H", "H", "H", "H", "H"], "coordinates": [[-0.491, 0.107, -0.016], [-1.647, 0.809, 0.643], [-0.859, -1.210, -0.666], [1.609, 0.355, -0.528], [0.788, -0.581, 1.214], [2.676, 1.162, -0.493], [0.431, 0.939, -0.586], [0.893, 0.101, 1.895], [3.486, 0.638, -0.558], [1.845, -0.683, -0.775], [-1.300, 1.690, 1.182], [-1.574, -1.003, -1.470], [-2.174, 0.137, 1.322], [-2.355, 1.138, -0.126], [-1.329, -1.877, 0.056], [0.001, -1.721, -1.096]]}

=====

# 3
{"formula": "C34H38GeKN2O", "method": "ωB97M-V/def2-TZVPD", "de_lowest_kcal_mol": 14.3, "energy_ha": -4179.8986, "e_lumo_ev": -2.274, "total_charge": 1, "species": ["K", "C", "C", "C", "C", "C", "C", "C", "C", "C", "H", "H", "H", "H", "H", "H", "H", "H", "H", "H", "H", "H", "C", "C", "C", "C", "N", "C", "C", "C", "C", "C", "C", "N", "H", "H", "H", "H", "H", "H", "H", "H", "Ge", "C", "C", "C", "C", "C", "C", "C", "C", "C", "C", "C", "C", "H", "H", "H", "H", "H", "H", "H", "H", "H", "H", "H", "C", "C", "C", "O", "H", "H", "H", "H", "H", "H", "H"], "coordinates": [[0.242, 0.042, -0.492], [-0.837, -1.759, -4.204], [-0.938, -0.410, -3.541], [0.189, 0.400, -3.400], [0.097, 1.683, -2.859], [1.318, 2.562, -2.736], [-1.149, 2.151, -2.449], [-2.290, 1.363, -2.571], [-3.640, 1.900, -2.180], [-2.166, 0.081, -3.105], [-1.035, -1.671, -5.274], [-1.567, -2.462, -3.799], [0.159, -2.188, -4.091], [1.152, 0.034, -3.741], [1.420, 3.202, -3.614], [2.234, 1.974, -2.659], [1.249, 3.219, -1.867], [-1.231, 3.153, -2.036], [-4.186, 2.236, -3.063], [-3.546, 2.753, -1.508], [-4.251, 1.137, -1.695], [-3.051, -0.539, -3.206], [1.256, -4.432, -1.725], [2.532, -4.725, -1.277], [3.125, -3.891, -0.345], [2.426, -2.783, 0.119], [1.207, -2.480, -0.336], [0.645, -3.293, -1.232], [3.012, -1.881, 1.164], [3.927, -2.384, 2.080], [4.466, -1.539, 3.034], [4.076, -0.213, 3.041], [3.147, 0.200, 2.100], [2.610, -0.603, 1.181], [0.747, -5.060, -2.443], [3.064, -5.591, -1.650], [4.129, -4.089, 0.003], [-0.351, -3.020, -1.568], [4.196, -3.431, 2.066], [5.174, -1.915, 3.761], [4.469, 0.490, 3.762], [2.812, 1.230, 2.091], [-0.317, 2.441, 1.808], [-0.887, 4.086, 0.978], [-2.188, 4.330, 0.538], [-2.510, 5.527, -0.089], [-1.534, 6.495, -0.280], [-0.236, 6.268, 0.154], [0.087, 5.068, 0.776], [-0.204, 2.454, 3.723], [0.947, 3.042, 4.255], [1.128, 3.134, 5.628], [0.159, 2.632, 6.486], [-0.990, 2.049, 5.971], [-1.174, 1.963, 4.598], [1.087, 2.143, 1.223], [-2.960, 3.587, 0.680], [-3.524, 5.705, -0.424], [-1.786, 7.428, -0.768], [0.525, 7.023, 0.005], [1.113, 4.903, 1.090], [1.719, 3.436, 3.600], [2.021, 3.596, 6.028], [0.298, 2.701, 7.557], [-1.749, 1.666, 6.641], [-2.091, 1.528, 4.223], [-3.532, 1.229, 1.758], [-2.311, 0.336, 1.670], [-2.569, -0.898, 0.813], [-1.191, 1.032, 1.102], [-4.361, 0.707, 2.240], [-3.852, 1.538, 0.761], [-3.326, 2.125, 2.350], [-2.044, -0.001, 2.675], [-2.898, -0.614, -0.190], [-3.347, -1.495, 1.290], [-1.676, -1.527, 0.737]]}

=====

# 4
{"formula": "CaH8N3O13", "method": "ωB97M-V/def2-TZVPD", "de_lowest_kcal_mol": 0.0, "energy_ha": -1824.7344, "e_lumo_ev": 2.339, "total_charge": -1, "species": ["Ca", "N", "O", "O", "O", "N", "O", "O", "O", "N", "O", "O", "O", "O", "H", "H", "O", "H", "H", "O", "H", "H", "O", "H", "H"], "coordinates": [[21.443, 3.456, -5.687], [24.780, 3.043, -6.144], [24.969, 4.278, -6.219], [25.647, 2.241, -6.478], [23.663, 2.621, -5.695], [19.088, 5.323, -3.994], [19.974, 4.987, -4.842], [18.623, 4.445, -3.237], [18.696, 6.484, -3.957], [21.768, 1.598, -8.722], [22.980, 1.409, -8.633], [21.151, 2.196, -7.761], [21.095, 1.172, -9.672], [22.103, 4.994, -7.401], [22.837, 4.839, -8.006], [21.680, 5.809, -7.687], [21.902, 2.855, -3.312], [21.386, 2.351, -2.674], [22.825, 2.774, -3.045], [19.388, 2.199, -5.363], [19.222, 1.413, -5.897], [18.540, 2.476, -4.999], [23.006, 5.348, -4.411], [22.644, 5.809, -3.647], [23.956, 5.511, -4.419]]}

=====

Number 1: HOMO energy -12.5 eV. Number 2: HOMO energy -8.7 eV. Number 3: HOMO energy -11.6 eV. Number 4: HOMO energy -5.8 eV.